Model P:
This record from the Open Molecules 2025 dataset describes the molecule C5H13NOS. The level of theory is wB97M-V/def2-TZVPD.

```
! wB97M-V def2-TZVPD RIJCOSX def2/J DEFGRID3
* xyz 0 1
C -0.8224 1.0255 -1.7546
C -0.6041 -0.6008 -1.4772
C 0.7260 -0.9958 -2.1612
N -0.4662 -0.9065 -0.0948
S 0.4717 0.0377 0.9444
C -0.5046 1.2258 1.8087
C 0.6936 -1.1096 2.2853
O 1.8043 0.6872 0.7335
H -0.0062 1.5152 -1.3201
H -1.0177 1.2079 -2.8895
H -1.7012 1.5389 -1.2859
H -1.5193 -1.2108 -1.6336
H 1.4683 -0.6457 -1.5091
H 0.7056 -0.3601 -3.1219
H 0.8680 -2.0383 -2.4317
H -1.2540 0.7755 2.5310
H 0.1157 1.8776 2.4345
H -0.9916 1.7298 1.0505
H 1.2676 -1.9788 2.1786
H 1.1172 -0.4921 3.1199
H -0.3506 -1.2827 2.5932
*
```

## Properties
- Gap between HOMO and LUMO: 0.3281 Ha

=====

Model Q:
This record from the Open Molecules 2025 dataset describes the molecule C5H13NOS. The level of theory is wB97M-V/def2-TZVPD.

```
! wB97M-V def2-TZVPD RIJCOSX def2/J DEFGRID3
* xyz 0 1
O -1.7240 2.2268 1.0400
C -1.5054 1.0962 1.8579
C 0.0253 0.8484 1.9994
N 0.8032 -0.0698 1.0838
C 0.0663 -0.8384 0.0684
C 0.1986 -0.2672 -1.3613
C 1.2506 -0.8424 -2.3436
S 1.4180 -2.6218 -2.1167
H -2.6738 2.2982 0.8701
H -2.0518 0.2185 1.5005
H -1.7414 1.2296 2.9214
H 0.0718 0.3424 2.9716
H 0.6283 1.7488 2.1203
H 1.4192 0.6230 0.6801
H 0.4264 -1.8551 0.2008
H -0.9998 -0.7923 0.3186
H 0.3025 0.8157 -1.2661
H -0.7921 -0.3604 -1.8195
H 2.1946 -0.3536 -2.0874
H 0.8900 -0.4730 -3.3072
H 1.7934 -2.9735 -3.3311
*
```

## Properties
- Gap between HOMO and LUMO: 0.3449 Ha

=====

The least stable of the structures above is model P, whereas model Q is the most stable.